[1]
6
Properties=species:S:1:pos:R:3:forces:R:3:lowdin_charge:R:1 method="wB97M-V/def2-TZVPD" mol_weight_g_mol=110.94 total_energy_ha=-2685.11439 charge=0 e_above_lowest_kcal_mol=88.0 orbital_gap_ev="6.648 / 6.648"
N 1.199 -0.643 -0.137 -1.74 1.58 -1.90 0.078
N -0.794 0.842 0.079 2.49 -1.68 2.07 -0.504
Br -2.232 -0.224 -0.022 -0.44 -0.06 -0.52 0.559
H 1.561 0.073 0.464 0.18 -0.11 0.97 -0.050
H 0.958 -1.528 0.301 -0.37 0.44 0.80 -0.026
H -0.692 1.479 -0.685 -0.11 -0.16 -1.41 -0.057

---

[2]
29
Properties=species:S:1:pos:R:3:forces:R:3:lowdin_charge:R:1 method="wB97M-V/def2-TZVPD" mol_weight_g_mol=209.24 total_energy_ha=-711.94717 charge=+1 smiles="O=C(F)C[C@@H]1C[NH2+]C[C@H]1c1ccccn1" orbital_gap_ev=9.406
O 0.139 2.392 -2.543 0.00 1.76 -0.37 0.213
C 0.224 1.257 -2.306 -0.71 -0.40 0.13 -0.500
F 1.379 0.619 -2.432 0.90 -0.70 -0.13 0.128
C -0.913 0.396 -1.864 0.15 -0.91 0.52 -0.020
C -0.470 -0.787 -0.993 -1.20 -0.16 0.13 -0.240
C -1.250 -2.115 -1.189 1.39 0.61 0.00 -0.032
N -1.250 -2.714 0.205 -0.94 0.20 0.03 0.079
C -0.334 -1.860 1.086 -0.49 -0.92 0.09 -0.042
C -0.638 -0.497 0.508 1.06 -0.22 0.18 -0.216
C 0.240 0.653 0.953 -0.24 -0.31 0.16 -0.267
C 1.625 0.548 0.894 0.01 0.51 0.13 -0.014
C 2.379 1.658 1.253 -0.62 -0.11 -0.03 -0.029
C 1.693 2.797 1.643 0.30 0.19 0.05 -0.042
C 0.309 2.808 1.679 0.18 -0.57 -0.17 -0.098
N -0.424 1.739 1.343 0.26 0.28 0.01 0.129
H -1.468 0.053 -2.731 0.04 0.07 -0.30 0.141
H -1.561 1.043 -1.286 -0.27 0.16 -0.01 0.137
H 0.562 -1.044 -1.189 0.35 0.24 0.06 0.136
H -0.649 -2.754 -1.819 -0.35 -0.34 -0.32 0.138
H -2.250 -1.962 -1.562 -0.35 -0.26 0.05 0.137
H -2.206 -2.590 0.542 0.07 -0.01 0.28 0.179
H -1.104 -3.721 0.246 0.40 0.00 -0.15 0.186
H 0.673 -2.235 0.953 0.24 0.16 -0.18 0.138
H -0.638 -2.068 2.106 0.01 0.32 0.21 0.145
H -1.664 -0.292 0.807 -0.23 0.45 -0.34 0.159
H 2.113 -0.351 0.562 0.06 -0.24 -0.08 0.115
H 3.453 1.636 1.224 0.20 0.00 -0.01 0.116
H 2.234 3.688 1.918 0.06 0.12 0.05 0.112
H -0.203 3.703 1.991 -0.30 0.06 0.02 0.114

---

[3]
5
Properties=species:S:1:pos:R:3:forces:R:3:lowdin_charge:R:1 method="wB97M-V/def2-TZVPD" mol_weight_g_mol=68.01 total_energy_ha=-351.21392 charge=+1 e_above_lowest_kcal_mol=0.0 multiplicity=2 orbital_gap_ev="9.669 / 11.112"
O 1.579 0.429 0.004 0.06 1.96 -0.05 0.126
C 0.671 -0.473 0.006 -1.97 1.49 -0.05 -0.221
O -0.502 -0.145 -0.016 -0.27 -1.92 0.05 -0.003
Na -2.774 -1.123 0.029 0.42 0.17 -0.01 0.894
H 1.027 1.313 -0.023 1.76 -1.70 0.06 0.204

---

[4]
17
Properties=species:S:1:pos:R:3:forces:R:3:lowdin_charge:R:1 method="wB97M-V/def2-TZVPD" mol_weight_g_mol=94.16 total_energy_ha=-272.51360 charge=0 e_above_lowest_kcal_mol=128.3 orbital_gap_ev=9.436
C -1.289 0.980 -1.331 -0.01 -0.04 -0.07 -0.103
C -0.530 1.117 -0.020 0.10 -0.02 -0.02 -0.208
C -0.153 -0.215 0.626 -0.09 0.52 0.27 -0.465
C 1.461 -0.771 0.241 0.46 0.15 -0.03 -0.064
C 1.027 -0.185 1.533 0.03 0.11 0.14 -0.117
C -1.252 -1.292 0.652 0.75 -0.18 -0.29 0.036
C -0.291 -1.692 -0.132 -0.83 -0.49 -0.20 -0.088
H -0.679 0.458 -2.077 -0.09 0.07 0.04 0.076
H -1.557 1.962 -1.733 0.05 -0.13 0.06 0.073
H -2.202 0.397 -1.183 0.12 0.09 -0.03 0.072
H 0.375 1.724 -0.155 -0.07 -0.07 -0.03 0.110
H -1.153 1.659 0.710 0.17 -0.28 -0.06 0.128
H 1.936 -1.748 0.257 -0.34 0.14 -0.08 0.105
H 1.866 -0.108 -0.519 -0.04 0.02 0.17 0.109
H 1.405 0.807 1.754 -0.08 -0.01 0.08 0.113
H 1.001 -0.861 2.383 0.01 0.07 -0.11 0.123
H 0.034 -2.232 -1.007 -0.14 0.04 0.17 0.099

---

[5]
13
Properties=species:S:1:pos:R:3:forces:R:3:lowdin_charge:R:1 method="wB97M-V/def2-TZVPD" mol_weight_g_mol=132.55 total_energy_ha=-800.31683 charge=0 e_above_lowest_kcal_mol=39.4 smiles="[H]/N=c1/[nH]c(Cl)c(C)o1" orbital_gap_ev=8.566
C -1.180 1.773 -0.038 -1.69 0.06 -0.66 -0.022
C -0.481 0.491 -0.001 -0.69 -4.05 -1.17 -0.372
C 1.425 -0.802 -0.111 -0.92 -0.60 0.46 -0.489
C -0.824 -0.840 0.002 0.24 2.05 0.40 -0.732
H -1.071 2.430 -0.984 -0.11 -1.43 1.30 0.117
H -2.300 1.473 0.134 2.05 1.19 -0.11 0.114
H -0.698 2.311 0.775 -0.67 0.57 0.27 0.081
H 3.262 -0.379 0.105 -0.37 -0.45 -0.59 0.060
H 0.421 -2.644 0.532 -0.42 3.75 -2.22 0.241
N 2.642 -1.167 -0.140 -0.24 1.08 0.65 0.123
N 0.324 -1.644 -0.035 0.13 -3.28 1.53 0.075
O 0.853 0.450 -0.123 3.69 1.80 0.03 0.069
Cl -2.373 -1.452 -0.117 -1.00 -0.70 0.11 0.736

---

Repeat the fifth record exactly.
13
Properties=species:S:1:pos:R:3:forces:R:3:lowdin_charge:R:1 method="wB97M-V/def2-TZVPD" mol_weight_g_mol=132.55 total_energy_ha=-800.31683 charge=0 e_above_lowest_kcal_mol=39.4 smiles="[H]/N=c1/[nH]c(Cl)c(C)o1" orbital_gap_ev=8.566
C -1.180 1.773 -0.038 -1.69 0.06 -0.66 -0.022
C -0.481 0.491 -0.001 -0.69 -4.05 -1.17 -0.372
C 1.425 -0.802 -0.111 -0.92 -0.60 0.46 -0.489
C -0.824 -0.840 0.002 0.24 2.05 0.40 -0.732
H -1.071 2.430 -0.984 -0.11 -1.43 1.30 0.117
H -2.300 1.473 0.134 2.05 1.19 -0.11 0.114
H -0.698 2.311 0.775 -0.67 0.57 0.27 0.081
H 3.262 -0.379 0.105 -0.37 -0.45 -0.59 0.060
H 0.421 -2.644 0.532 -0.42 3.75 -2.22 0.241
N 2.642 -1.167 -0.140 -0.24 1.08 0.65 0.123
N 0.324 -1.644 -0.035 0.13 -3.28 1.53 0.075
O 0.853 0.450 -0.123 3.69 1.80 0.03 0.069
Cl -2.373 -1.452 -0.117 -1.00 -0.70 0.11 0.736